The following is a quantum chemistry calculation of a single C6H11NO molecule at a distorted geometry, from the OMol25 dataset.

The multiplicity is 1. The HOMO energy is -6.75 eV. The value obtained for the energy above the lowest of the compared OMol25 structures with the same formula, charge and spin is 397.4 kJ/mol. Its structure (SMILES) is C=C(C)O/C(C)=C/N.

Geometry (Å):
C1 0.817 1.082 -0.246
C2 1.341 -0.194 -0.165
C3 2.763 -0.579 -0.400
O1 0.516 -1.229 -0.084
C4 -0.911 -0.846 0.044
C5 -1.349 -0.790 1.481
C6 -1.149 0.237 -0.822
N1 -2.306 1.025 -0.708
H1 0.234 1.485 0.574
H2 1.462 1.847 -0.661
H3 3.204 -0.909 0.543
H4 2.825 -1.410 -1.102
H5 3.338 0.266 -0.773
H6 -1.262 0.198 1.962
H7 -2.395 -1.099 1.538
H8 -0.781 -1.503 2.076
H9 -0.834 0.123 -1.854
H10 -2.805 0.938 0.166
H11 -2.707 1.360 -1.570


The following is a quantum chemistry calculation of 2 unconnected molecules or ions with the total composition C2H6FN at a distorted geometry, from the OMol25 dataset.

The multiplicity is 1. The HOMO energy is -9.32 eV. The value obtained for the energy above the lowest of the compared OMol25 structures with the same formula, charge and spin is 409.1 kJ/mol.

Geometry (Å):
C1 1.133 -0.221 -0.207
C2 -0.147 0.586 -0.048
N1 -1.278 -0.342 -0.152
F1 -2.477 0.204 0.199
H1 1.389 -0.615 -1.142
H2 1.915 0.445 0.064
H3 1.079 -0.973 0.547
H4 -0.193 1.212 0.842
H5 -0.393 1.218 -0.896
H6 -1.030 -1.514 0.793


The following is a quantum chemistry calculation of a single C17H20ClF2N7O molecule at a distorted geometry, from the OMol25 dataset.

The multiplicity is 1. The HOMO energy is -8.26 eV. Its structure (SMILES) is Cc1c(Cl)cc(OC(F)F)c2nc(CCc3nc(N4CCCC4)n(C)n3)nn12.

Geometry (Å):
C1 3.797 -3.510 3.254
C2 4.602 -2.258 3.006
C3 5.973 -2.181 3.071
Cl1 6.946 -3.656 3.278
C4 6.632 -0.884 2.841
C5 5.932 0.249 2.570
O1 6.625 1.420 2.391
C6 6.017 2.474 1.651
F1 5.608 3.460 2.502
F2 6.919 3.000 0.778
C7 4.483 0.109 2.468
N1 3.562 1.004 2.248
C8 2.370 0.234 2.352
C9 0.992 0.802 2.137
C10 0.687 0.686 0.616
C11 -0.652 1.229 0.162
N2 -1.245 0.927 -1.004
C12 -2.312 1.648 -1.044
N3 -3.276 1.601 -2.067
C13 -4.723 1.781 -1.774
C14 -5.431 0.726 -2.610
C15 -4.425 0.366 -3.712
C16 -3.031 0.593 -3.100
N4 -2.390 2.374 0.122
C17 -3.383 3.379 0.574
N5 -1.313 2.073 0.879
N6 2.522 -1.067 2.556
N7 3.856 -1.116 2.652
H1 3.346 -3.885 2.350
H2 4.430 -4.330 3.613
H3 3.004 -3.273 3.975
H4 7.723 -0.799 2.921
H5 5.189 2.084 1.070
H6 0.976 1.885 2.408
H7 0.221 0.337 2.737
H8 0.753 -0.373 0.348
H9 1.426 1.179 0.021
H10 -5.083 2.808 -2.011
H11 -4.983 1.532 -0.705
H12 -5.665 -0.148 -2.022
H13 -6.384 1.078 -3.051
H14 -4.575 -0.646 -4.098
H15 -4.442 1.050 -4.545
H16 -2.727 -0.363 -2.700
H17 -2.285 0.924 -3.851
H18 -4.260 2.878 0.961
H19 -3.689 4.064 -0.197
H20 -2.918 3.934 1.380


The following is a quantum chemistry calculation of a single C21H26N6O4 molecule at a distorted geometry, from the OMol25 dataset.

The multiplicity is 1. The HOMO energy is -8.56 eV. The value obtained for the energy above the lowest of the compared OMol25 structures with the same formula, charge and spin is 321.6 kJ/mol. Its structure (SMILES) is O=C(CCN1CCN(Cc2ccccc2)CC1)NNC(=O)Nc1cccc([N+](=O)[O-])c1.

Geometry (Å):
O1 -2.082 -3.995 -0.606
C1 -1.056 -3.350 -0.570
C2 0.247 -3.822 0.042
C3 0.746 -2.824 1.099
N1 1.132 -1.557 0.496
C4 0.925 -0.404 1.362
C5 1.186 0.876 0.559
N2 2.505 0.933 -0.037
C6 3.577 1.254 0.891
C7 4.837 1.603 0.145
C8 6.064 1.073 0.518
C9 7.216 1.413 -0.171
C10 7.150 2.281 -1.246
C11 5.927 2.810 -1.628
C12 4.779 2.475 -0.936
C13 2.739 -0.268 -0.814
C14 2.489 -1.561 -0.027
N3 -0.938 -2.116 -1.143
N4 -2.111 -1.439 -1.504
C15 -2.785 -0.772 -0.496
O2 -2.254 -0.483 0.552
N5 -4.055 -0.402 -0.876
C16 -4.977 0.357 -0.166
C17 -4.716 0.883 1.102
C18 -5.678 1.629 1.761
C19 -6.911 1.871 1.183
C20 -7.163 1.347 -0.078
N6 -8.438 1.586 -0.706
O3 -9.258 2.234 -0.092
O4 -8.616 1.125 -1.815
C21 -6.215 0.595 -0.755
H1 0.076 -4.795 0.504
H2 0.989 -3.936 -0.750
H3 -0.066 -2.634 1.805
H4 1.581 -3.276 1.657
H5 -0.115 -0.403 1.693
H6 1.582 -0.440 2.247
H7 1.043 1.748 1.199
H8 0.457 0.926 -0.256
H9 3.791 0.448 1.613
H10 3.254 2.130 1.464
H11 6.122 0.392 1.356
H12 8.166 0.996 0.131
H13 8.048 2.544 -1.786
H14 5.872 3.488 -2.468
H15 3.821 2.876 -1.228
H16 3.764 -0.253 -1.189
H17 2.055 -0.241 -1.669
H18 2.614 -2.416 -0.694
H19 3.228 -1.656 0.788
H20 -0.173 -1.536 -0.758
H21 -2.655 -1.972 -2.172
H22 -4.375 -0.720 -1.780
H23 -3.759 0.698 1.559
H24 -5.458 2.026 2.740
H25 -7.672 2.450 1.681
H26 -6.457 0.206 -1.733


The following is a quantum chemistry calculation of a molecular structure, C23H32Br24N3O5S at a distorted geometry, from the OMol25 dataset.

The multiplicity is 1. The HOMO energy is -11.35 eV. The total charge is +1.

Geometry (Å):
O1 -3.423 -7.848 5.200
N1 -3.050 -8.108 4.127
O2 -3.701 -7.266 3.199
C1 -2.700 -6.756 2.295
C2 -2.524 -5.183 2.440
C3 -1.091 -4.846 1.892
C4 -1.145 -3.552 0.975
C5 0.320 -3.047 0.775
C6 0.525 -2.222 -0.563
C7 1.970 -1.550 -0.446
C8 1.780 0.007 -0.604
S1 3.097 0.991 0.181
O3 3.475 2.054 -0.741
O4 4.206 0.144 0.580
O5 2.437 1.619 1.556
C9 -2.152 -2.459 1.517
C10 -1.700 -1.819 2.883
C11 -2.347 -2.273 4.090
C12 -1.905 -1.660 5.361
C13 -0.824 -0.677 5.277
C14 -0.324 -0.360 3.961
N2 -0.726 -0.881 2.778
C15 -3.595 -3.073 1.545
N3 -3.641 -4.571 1.668
H1 -1.718 -7.181 2.646
H2 -2.832 -7.086 1.235
H3 -2.546 -4.990 3.534
H4 -0.757 -5.700 1.255
H5 -0.360 -4.619 2.711
H6 -1.536 -3.868 -0.038
H7 0.751 -2.496 1.641
H8 0.958 -3.968 0.650
H9 0.625 -2.973 -1.391
H10 -0.280 -1.475 -0.738
H11 2.699 -1.968 -1.184
H12 2.419 -1.727 0.570
H13 0.822 0.264 -0.074
H14 1.700 0.227 -1.695
H15 2.927 2.450 1.719
H16 -2.163 -1.623 0.770
H17 -3.160 -3.017 4.164
H18 -2.360 -1.976 6.322
H19 -0.419 -0.209 6.196
H20 0.478 0.417 3.913
H21 -4.059 -2.832 0.548
H22 -4.285 -2.596 2.288
H23 -3.733 -5.039 0.759
H24 -4.507 -4.798 2.184
C16 3.026 -1.643 -4.678
Br1 3.398 -3.531 -4.841
Br2 1.118 -1.289 -4.718
Br3 3.881 -0.877 -3.121
H25 3.458 -1.156 -5.546
C17 -2.481 1.365 -1.575
Br4 -4.184 0.584 -2.052
Br5 -2.201 1.366 0.341
Br6 -1.013 0.521 -2.503
H26 -2.505 2.402 -1.895
C18 7.224 -5.552 -5.369
Br7 7.796 -5.364 -3.532
Br8 5.593 -6.584 -5.509
Br9 7.070 -3.839 -6.251
H27 7.997 -6.108 -5.888
C19 -1.603 5.789 -2.041
Br10 -0.470 4.386 -1.339
Br11 -3.210 5.073 -2.848
Br12 -2.000 7.123 -0.707
H28 -1.045 6.284 -2.829
C20 1.808 3.886 -4.356
Br13 1.585 4.895 -5.991
Br14 1.773 1.977 -4.679
Br15 3.392 4.422 -3.390
H29 0.958 4.114 -3.723
C21 -4.895 1.202 5.493
Br16 -6.636 0.502 5.025
Br17 -4.625 1.239 7.406
Br18 -3.467 0.238 4.595
H30 -4.861 2.229 5.147
C22 0.772 10.448 -0.678
Br19 -0.695 11.419 0.123
Br20 1.455 9.075 0.500
Br21 0.298 9.734 -2.410
H31 1.576 11.159 -0.838
C23 4.082 10.982 -4.741
Br22 5.198 9.573 -4.030
Br23 2.476 10.281 -5.554
Br24 3.681 12.323 -3.405
H32 4.649 11.473 -5.525


The following is a quantum chemistry calculation of a single C4H6O2 molecule, from the OMol25 dataset.

The multiplicity is 1. The HOMO energy is -10.06 eV. The value obtained for the energy above the lowest of the compared OMol25 structures with the same formula, charge and spin is 119.8 kJ/mol. Its structure (SMILES) is O=CCCC=O.

Geometry (Å):
O1 0.267 2.255 -1.060
C1 0.411 1.058 -1.077
C2 1.023 0.251 0.041
C3 0.027 -0.818 0.551
C4 -1.441 -0.571 0.239
O2 -2.248 -1.466 0.173
H1 0.056 0.450 -1.940
H2 1.914 -0.255 -0.357
H3 1.355 0.940 0.823
H4 0.267 -1.813 0.165
H5 0.094 -0.884 1.644
H6 -1.756 0.486 0.090


The following is a quantum chemistry calculation of a single C6H12 molecule at a distorted geometry, from the OMol25 dataset.

The multiplicity is 1. The HOMO energy is -8.93 eV. The value obtained for the energy above the lowest of the compared OMol25 structures with the same formula, charge and spin is 246.4 kJ/mol. Its structure (SMILES) is C/C=C/C(C)C.

Geometry (Å):
C1 2.541 -1.086 -1.011
C2 1.172 -0.368 -0.943
C3 0.533 -0.006 0.247
C4 -0.715 0.721 0.271
C5 -1.834 0.193 -0.573
C6 -1.207 0.823 1.755
H1 2.930 -1.534 0.046
H2 3.211 -0.366 -1.454
H3 2.567 -1.982 -1.677
H4 0.761 0.113 -1.781
H5 1.034 -0.488 1.196
H6 -0.665 1.757 0.051
H7 -2.804 0.666 -0.374
H8 -2.102 -0.807 -0.240
H9 -1.530 0.128 -1.659
H10 -0.293 1.346 2.411
H11 -2.231 1.235 1.717
H12 -1.368 -0.345 2.018


The following is a quantum chemistry calculation of 2 unconnected molecules or ions with the total composition C9H14 at a distorted geometry, from the OMol25 dataset.

The multiplicity is 2. The HOMO energy (spin up / spin down) is 1.15 / -3.82 eV. The value obtained for the energy above the lowest of the compared OMol25 structures with the same formula, charge and spin is 179.1 kJ/mol. The total charge is -1.

Geometry (Å):
C1 -0.164 2.605 -0.547
C2 -2.263 -0.345 -0.841
C3 -2.308 -0.720 0.544
C4 -1.475 0.617 -1.290
C5 -0.853 1.336 -0.265
C6 -1.523 -0.222 1.517
C7 -0.822 0.938 1.081
H1 -3.039 -0.792 -1.450
H2 -3.049 -1.465 0.598
H3 -1.155 0.954 -2.274
H4 -1.154 -0.649 2.378
H5 0.872 2.666 -0.338
H6 -0.661 3.455 -0.019
H7 -0.287 1.508 1.852
H8 -0.251 2.835 -1.710
C8 2.022 -1.548 -0.603
C9 2.407 -1.606 0.827
H9 2.681 -2.231 -1.250
H10 1.007 -1.724 -0.852
H11 2.208 -0.653 -1.029
H12 1.692 -1.299 1.625
H13 3.367 -1.046 0.853
H14 2.747 -2.614 1.192


The following is a quantum chemistry calculation of a single C5H11N molecule, from the OMol25 dataset.

The multiplicity is 1. The HOMO energy is -7.82 eV. The value obtained for the energy above the lowest of the compared OMol25 structures with the same formula, charge and spin is 485.1 kJ/mol.

Geometry (Å):
C1 1.364 -0.090 -0.874
N1 1.390 0.728 0.760
C2 0.269 0.454 1.558
C3 -0.130 0.079 0.173
C4 -1.039 1.070 -0.520
C5 -0.581 -1.374 0.089
H1 1.893 -1.018 -0.665
H2 0.694 -0.261 -1.733
H3 2.049 0.691 -1.192
H4 -0.272 1.331 1.941
H5 0.303 -0.362 2.300
H6 -2.040 1.024 -0.075
H7 -1.134 0.848 -1.590
H8 -0.641 2.082 -0.405
H9 -1.540 -1.464 0.612
H10 -0.719 -1.694 -0.951
H11 0.134 -2.046 0.572


The following is a quantum chemistry calculation of a single C4H7NOS molecule at a distorted geometry, from the OMol25 dataset.

The multiplicity is 1. The HOMO energy (spin up / spin down) is -7.61 / -8.07 eV. The value obtained for the energy above the lowest of the compared OMol25 structures with the same formula, charge and spin is 510.1 kJ/mol.

Geometry (Å):
C1 -1.077 -0.985 0.505
C2 -0.752 0.182 1.152
C3 -0.579 -1.279 -0.766
C4 0.199 1.125 0.351
N1 1.132 0.370 -0.500
O1 -0.565 2.045 -0.387
S1 2.488 -0.161 0.126
H1 -1.794 -1.664 0.920
H2 -1.084 0.452 2.089
H3 -0.150 -2.309 -0.802
H4 -0.705 -0.457 -1.422
H5 0.711 1.689 1.157
H6 -0.675 1.660 -1.267
H7 2.851 -0.668 -1.156


The following is a quantum chemistry calculation of a molecular structure, C11H13BrHo at a distorted geometry, from the OMol25 dataset.

The multiplicity is 5. The HOMO energy (spin up / spin down) is -2.66 / -2.66 eV. The value obtained for the energy above the lowest of the compared OMol25 structures with the same formula, charge and spin is 86.2 kJ/mol. The total charge is -1.

Geometry (Å):
C1 -1.497 -1.006 -1.697
C2 -1.937 -2.114 -0.925
C3 -2.874 -1.668 0.075
H1 -1.542 -3.117 -1.040
C4 -2.858 -0.234 -0.014
C5 -2.057 0.154 -1.135
H2 -1.973 1.130 -1.601
H3 -0.852 -0.950 -2.573
H4 -3.193 -2.236 0.965
H5 -3.295 0.515 0.671
Ho1 -0.748 -1.297 1.257
Br1 1.060 -3.097 1.998
C6 2.794 1.676 0.076
C7 1.889 2.412 -0.755
C8 1.592 1.592 -1.905
H6 1.368 3.354 -0.465
C9 2.298 0.381 -1.775
C10 3.040 0.430 -0.535
H7 3.605 -0.400 -0.125
H8 3.137 1.984 1.067
H9 0.840 1.833 -2.695
H10 2.187 -0.483 -2.455
C11 -0.664 0.773 2.576
H11 -1.673 1.244 2.746
H12 0.033 1.668 2.431
H13 -0.424 0.359 3.589


The following is a quantum chemistry calculation of a single C11H13NO2 molecule at a distorted geometry, from the OMol25 dataset.

The multiplicity is 1. The HOMO energy (spin up / spin down) is -7.37 / -7.37 eV. The value obtained for the energy above the lowest of the compared OMol25 structures with the same formula, charge and spin is 515.8 kJ/mol. Its structure (SMILES) is C=C1C=CC=C/C1=N/C=C(/O)COC.

Geometry (Å):
C1 -1.935 0.658 1.173
C2 -0.814 1.228 1.558
C3 -0.846 2.512 2.046
C4 0.298 3.108 2.433
C5 1.564 2.471 2.341
C6 1.673 1.243 1.872
C7 0.482 0.512 1.511
N1 0.660 -0.639 0.934
C8 -0.152 -1.630 0.631
C9 -0.184 -2.328 -0.534
O1 -0.773 -3.589 -0.559
C10 0.580 -1.907 -1.743
O2 -0.361 -1.218 -2.589
C11 0.058 -0.711 -3.799
H1 -2.746 1.364 1.169
H2 -2.061 -0.224 0.600
H3 -1.852 2.988 2.079
H4 0.169 4.100 2.937
H5 2.586 3.007 2.674
H6 2.629 0.841 1.564
H7 -0.841 -2.117 1.294
H8 -1.159 -3.906 -1.372
H9 1.110 -2.862 -2.234
H10 1.433 -1.266 -1.552
H11 -0.447 0.281 -3.992
H12 -0.211 -1.376 -4.651
H13 1.141 -0.542 -3.792


> Which value of multiplicity does entry 8 give?

2


> multiplicity of number 8 (C9H14)?

2


> Which value of multiplicity does entry 10 give?

1